{"formula": "C4H5NO2", "method": "the ωB97M-V functional and the def2-TZVPD basis", "species": ["O", "C", "C", "C", "N", "C", "O", "H", "H", "H", "H", "H"], "coordinates": [[-0.0589, 1.6230, 0.8563], [-1.0391, 1.0747, 0.3997], [-0.9960, -0.3195, -0.0676], [0.0078, -0.7817, -1.0844], [0.2560, -0.9983, 0.3202], [1.3017, 0.0312, 0.8214], [2.1800, 0.4938, 0.1444], [-1.9841, 1.6209, 0.4022], [-1.9589, -0.8470, -0.0715], [0.7580, -0.1450, -1.5434], [-0.3934, -1.5733, -1.7185], [1.2786, 0.0757, 1.9187]], "mulliken_charge": [-0.471, 0.026, -0.119, -0.458, -0.376, 0.235, -0.497, 0.408, 0.342, 0.284, 0.246, 0.381], "multiplicity": 1, "max_force_ev_per_a": 1.148, "gap_ev": 10.0, "smiles": "O=C[C@H]1CN1C=O"}